{
  "formula": "C18H17I2N3Ru",
  "method": "ωB97M-V/def2-TZVPD",
  "elements": ["Ru", "C", "C", "C", "C", "C", "C", "N", "C", "C", "C", "C", "C", "N", "C", "C", "C", "C", "C", "C", "N", "H", "H", "H", "H", "H", "H", "H", "H", "H", "H", "H", "H", "H", "H", "H", "I", "C", "I", "H", "H"],
  "coordinates": [[-0.36637, -0.36567, -0.98846], [-0.58054, 2.63964, -2.53654], [-1.20574, 2.61858, -1.18985], [-1.94332, 3.74923, -0.73823], [-2.54060, 3.75653, 0.49863], [-2.37264, 2.64566, 1.32185], [-1.60346, 1.58303, 0.85423], [-1.04742, 1.56526, -0.39949], [-1.17127, 0.47579, 1.64942], [-1.38458, 0.30785, 3.05704], [-0.66524, -0.65593, 3.74134], [0.30272, -1.37503, 3.06164], [0.47091, -1.16110, 1.65568], [-0.34669, -0.33671, 0.98397], [1.57976, -1.58198, 0.86880], [2.64100, -2.36134, 1.34210], [3.75878, -2.52624, 0.53095], [3.76486, -1.91740, -0.70019], [2.63542, -1.17242, -1.16172], [2.67755, -0.54993, -2.50671], [1.57402, -1.01677, -0.38408], [-1.26179, 3.05798, -3.27750], [-0.27562, 1.64749, -2.86499], [0.30885, 3.27594, -2.51431], [-2.03410, 4.60525, -1.39524], [-3.11671, 4.60878, 0.83349], [-2.82454, 2.61877, 2.30365], [-2.08294, 0.94425, 3.58370], [-0.80416, -0.79213, 4.80576], [0.94375, -2.06618, 3.59201], [2.60128, -2.82201, 2.31947], [4.60706, -3.10560, 0.87053], [4.62939, -2.00029, -1.34761], [2.91024, -1.29371, -3.27158], [3.47311, 0.19991, -2.53705], [1.74222, -0.05776, -2.76062], [-3.14963, -0.73721, -1.26596], [-2.77725, -2.81049, -1.49436], [-0.68352, -3.11612, -1.39472], [-3.13399, -3.13194, -2.46581], [-3.24882, -3.34599, -0.67923]],
  "forces_ev_per_a": [[-0.89, -0.66, 1.32], [0.03, 0.02, -0.11], [-0.14, 0.46, 0.19], [0.08, -0.18, -0.12], [0.01, 0.00, -0.02], [0.13, -0.24, -0.11], [-0.23, 0.39, -0.03], [0.35, 0.46, -0.59], [0.09, 0.01, 0.64], [0.15, 0.04, -0.43], [0.05, 0.02, 0.00], [0.05, 0.11, -0.41], [0.13, -0.11, 0.66], [-0.87, -0.71, 0.31], [0.19, -0.06, 0.02], [-0.12, 0.07, -0.10], [0.01, -0.02, 0.03], [-0.10, 0.04, -0.08], [0.32, -0.04, 0.21], [0.00, 0.03, -0.09], [0.54, 0.26, -0.69], [0.01, 0.01, 0.01], [0.03, -0.09, -0.01], [-0.01, 0.00, -0.02], [0.01, -0.03, -0.03], [0.00, 0.00, 0.00], [0.04, -0.02, 0.01], [-0.01, 0.02, -0.05], [-0.04, -0.04, -0.01], [0.01, -0.01, -0.04], [-0.02, 0.04, 0.02], [0.00, -0.01, -0.01], [-0.03, 0.01, -0.03], [0.02, 0.00, 0.01], [0.02, -0.03, -0.01], [-0.09, 0.04, 0.00], [0.33, 0.12, -0.25], [-0.15, -0.12, 0.03], [0.16, 0.26, -0.20], [-0.01, 0.00, -0.02], [-0.04, -0.03, -0.02]],
  "lowdin_charge": [0.719, 0.004, -0.275, 0.073, 0.030, 0.071, -0.237, -0.035, -0.157, 0.127, 0.038, 0.123, -0.151, -0.030, -0.217, 0.086, 0.033, 0.087, -0.268, 0.009, -0.029, 0.113, 0.055, 0.121, 0.149, 0.146, 0.137, 0.144, 0.150, 0.143, 0.139, 0.147, 0.152, 0.119, 0.124, 0.056, 1.070, -1.020, 1.059, -0.001, -0.004],
  "e_homo_ha": [-0.6638, -0.6625],
  "multiplicity": 2,
  "de_lowest_ev": 0.000,
  "gap_ev": [7.42, 4.17],
  "charge": 3
}

{
  "formula": "C21H33NO3",
  "method": "ωB97M-V/def2-TZVPD",
  "elements": ["C", "C", "C", "C", "C", "C", "C", "O", "C", "C", "C", "C", "C", "C", "C", "C", "C", "C", "N", "O", "C", "C", "C", "C", "H", "H", "H", "H", "H", "H", "H", "H", "H", "H", "H", "H", "H", "H", "H", "H", "H", "H", "H", "H", "H", "H", "H", "H", "H", "H", "H", "H", "H", "H", "H", "H", "O", "H"],
  "coordinates": [[-1.24986, 1.44270, 3.27909], [-1.42812, 0.67814, 1.95891], [-0.45613, 1.12364, 0.83334], [-1.23947, 2.11722, -0.07013], [0.10860, -0.08964, 0.02589], [0.84849, 0.44323, -1.25025], [1.78832, 1.61207, -1.01844], [2.47039, 1.78956, -0.02313], [1.92882, 2.63180, -2.15533], [3.20298, 3.07313, -2.41675], [3.45456, 4.01294, -3.38613], [2.37741, 4.50729, -4.09380], [1.10566, 4.06321, -3.85965], [0.86322, 3.11666, -2.88975], [-1.05704, -0.99177, -0.47095], [-1.14782, -2.45875, 0.04724], [-2.33164, -2.59466, 1.03424], [-1.60263, -3.30231, -1.17823], [0.12648, -3.05854, 0.51585], [0.80582, -3.66195, -0.39288], [0.94000, -2.22438, 1.41710], [0.44254, -2.23510, 2.90241], [2.34557, -2.90076, 1.48633], [1.19903, -0.77114, 0.93123], [-0.39052, 1.10498, 3.86863], [-1.26062, 2.52981, 3.13842], [-2.13480, 1.22791, 3.89559], [-1.40959, -0.39093, 2.17635], [-2.44668, 0.88797, 1.61186], [0.35458, 1.68574, 1.31014], [-1.94287, 2.66385, 0.56941], [-1.83956, 1.60433, -0.82735], [-0.56807, 2.87516, -0.48715], [1.34046, -0.41308, -1.72883], [0.06147, 0.76860, -1.94063], [4.04036, 2.70150, -1.83247], [4.46035, 4.36274, -3.58763], [2.56877, 5.27201, -4.84354], [0.25399, 4.45847, -4.40662], [-0.12735, 2.73330, -2.67278], [-0.99948, -1.03907, -1.56503], [-2.02509, -0.52659, -0.26528], [-3.19405, -2.01851, 0.65906], [-2.64431, -3.64708, 0.99882], [-2.09181, -2.35642, 2.07412], [-2.62708, -2.96387, -1.39064], [-1.01974, -3.05346, -2.06931], [-1.59464, -4.36992, -0.95878], [-0.34402, -2.97468, 3.06505], [0.15827, -1.23962, 3.24871], [1.27181, -2.53488, 3.55237], [2.92698, -2.73252, 0.58011], [2.19192, -3.95897, 1.71637], [2.92000, -2.47286, 2.31744], [2.13101, -0.80109, 0.35735], [1.41558, -0.13234, 1.79128], [-5.10370, -1.64335, -0.07452], [-5.82678, -1.92973, 0.49328]],
  "forces_ev_per_a": [[-0.80, -0.33, 0.11], [-0.07, 0.32, 0.11], [-0.96, -0.07, -0.22], [0.32, 0.15, 0.81], [0.69, 0.75, 0.55], [-1.02, 0.12, 0.68], [0.56, 0.40, -0.26], [-0.54, -0.41, -0.54], [-0.27, -1.01, 0.84], [1.30, 0.04, 0.45], [-0.12, 0.07, -0.14], [0.78, 0.91, -0.82], [-1.25, 0.13, -0.15], [-0.06, -0.58, 0.30], [0.74, -0.09, 0.10], [-1.57, -0.69, -0.92], [0.60, -0.62, 0.10], [-0.43, 0.91, 0.03], [0.16, 1.45, -0.70], [-0.03, -0.17, 0.22], [1.78, -0.11, 1.59], [0.01, -0.27, -0.19], [-0.30, 0.21, 0.33], [-0.56, -0.50, -0.84], [0.14, 0.29, -0.27], [0.36, -0.14, -0.02], [0.19, 0.04, 0.01], [0.16, 0.12, -0.20], [0.07, -0.31, 0.05], [0.10, -0.23, -0.22], [0.08, 0.02, -0.18], [0.17, 0.12, -0.04], [-0.17, -0.19, -0.31], [0.23, 0.30, -0.01], [0.31, -0.01, -0.10], [-0.24, -0.11, 0.06], [-0.07, -0.04, 0.03], [-0.19, -0.11, 0.02], [0.22, 0.05, -0.07], [-0.03, 0.23, -0.21], [0.08, -0.04, 0.17], [0.15, -0.07, 0.06], [-0.17, -0.07, 0.19], [0.00, 0.16, 0.26], [-0.09, 0.17, -0.17], [0.06, -0.27, 0.13], [0.19, -0.40, 0.18], [0.04, 0.10, -0.10], [-0.08, 0.29, -0.02], [-0.35, -0.23, -0.10], [-0.10, 0.02, -0.13], [-0.17, -0.43, -0.04], [0.28, 0.03, -0.27], [-0.19, 0.13, -0.14], [-0.16, 0.04, 0.06], [-0.09, -0.17, -0.03], [0.32, 0.09, -0.05], [-0.02, 0.01, 0.01]],
  "lowdin_charge": [-0.101, -0.217, -0.305, -0.043, -0.330, -0.061, -0.313, 0.095, -0.148, -0.042, -0.081, -0.105, -0.087, -0.036, -0.044, -0.434, -0.048, -0.050, -0.107, -0.033, -0.429, -0.020, -0.062, -0.046, 0.063, 0.071, 0.072, 0.077, 0.116, 0.122, 0.081, 0.093, 0.066, 0.148, 0.101, 0.120, 0.104, 0.103, 0.108, 0.104, 0.109, 0.121, 0.038, 0.085, 0.053, 0.096, 0.072, 0.083, 0.077, 0.060, 0.068, 0.073, 0.088, 0.079, 0.104, 0.123, -0.620, -0.207],
  "e_homo_ha": [-0.1026, -0.1025],
  "multiplicity": 2,
  "gap_ev": [5.24, 5.24],
  "charge": -1
}

{
  "formula": "C31H37F5IrN3O5S2Si",
  "method": "ωB97M-V/def2-TZVPD",
  "elements": ["Ir", "O", "N", "O", "C", "C", "C", "C", "C", "C", "N", "C", "C", "N", "C", "C", "C", "C", "H", "H", "H", "H", "H", "H", "H", "F", "C", "C", "F", "C", "F", "C", "S", "C", "F", "C", "F", "C", "H", "H", "H", "C", "C", "C", "C", "O", "Si", "S", "O", "C", "C", "C", "C", "O", "C", "C", "C", "C", "H", "H", "H", "H", "H", "H", "H", "H", "H", "H", "H", "H", "H", "H", "H", "H", "H", "H", "H", "H", "H", "H", "H", "H", "H", "H", "H"],
  "coordinates": [[1.10650, -1.67006, 0.84772], [-1.08818, 2.41783, 6.31064], [-0.00710, 2.70909, 5.84642], [0.67524, 3.63274, 6.22851], [0.52549, 1.88432, 4.72636], [1.70026, 2.31320, 4.21231], [2.32966, 1.63003, 3.12713], [3.54570, 2.04969, 2.56276], [4.06737, 1.32867, 1.52372], [3.37703, 0.21459, 1.03877], [2.22001, -0.18896, 1.55057], [1.69718, 0.50584, 2.60211], [0.45376, 0.04452, 3.15853], [-0.06312, -1.06023, 2.57443], [-1.20311, -1.54770, 3.00853], [-1.89107, -0.95965, 4.07113], [-1.38781, 0.16129, 4.67941], [-0.16838, 0.71212, 4.22775], [2.16893, 3.19012, 4.63475], [4.05059, 2.92324, 2.95384], [4.99879, 1.60769, 1.05360], [3.76072, -0.37338, 0.22096], [-1.58743, -2.41830, 2.49278], [-2.82647, -1.38744, 4.40211], [-1.91938, 0.61951, 5.49178], [-0.99367, -8.02752, 0.73162], [-0.26777, -6.95430, 1.04193], [-0.55494, -5.72456, 0.47905], [-1.56393, -5.59375, -0.38043], [0.21874, -4.63398, 0.82790], [-0.11598, -3.43554, 0.25539], [1.27723, -4.67866, 1.71319], [2.25875, -3.29162, 2.12364], [1.53368, -5.93710, 2.26273], [2.53847, -6.08213, 3.13029], [0.78635, -7.05320, 1.94016], [1.07029, -8.23272, 2.49133], [2.25478, -2.19918, -0.79260], [2.16284, -1.50432, -1.62675], [1.93591, -3.18043, -1.15872], [3.31135, -2.30365, -0.52903], [1.54630, 0.50284, -3.88436], [1.65702, 1.71349, -2.96418], [2.72848, 1.48457, -1.90627], [1.94749, 2.97015, -3.77279], [0.43446, 1.96293, -2.26162], [-0.83436, 1.03520, -1.82227], [-0.51082, -0.43094, -0.33459], [-1.96611, 2.04639, -1.23040], [-1.97041, 3.12530, -0.29076], [-3.42408, 3.57051, -0.20195], [-1.47977, 2.64789, 1.07439], [-1.09565, 4.26431, -0.80325], [-1.45155, 0.37595, -3.17245], [-2.50418, -0.56692, -3.43067], [-3.58370, -0.48644, -2.35733], [-3.07548, -0.18274, -4.78845], [-1.88588, -1.95986, -3.47921], [2.48317, 0.36533, -4.42723], [0.73825, 0.64107, -4.60088], [1.33901, -0.40289, -3.31146], [3.70947, 1.33325, -2.36160], [2.45681, 0.60054, -1.33073], [2.77723, 2.34169, -1.23129], [2.88657, 2.86744, -4.31885], [2.01774, 3.83557, -3.11215], [1.14389, 3.14717, -4.48822], [-4.04519, 2.74991, 0.15951], [-3.78311, 3.86707, -1.18770], [-3.52775, 4.41662, 0.47939], [-2.07272, 1.79765, 1.41536], [-1.56482, 3.46071, 1.80015], [-0.43720, 2.32828, 1.01861], [-1.38788, 4.53245, -1.81894], [-0.04686, 3.97056, -0.81890], [-1.20949, 5.14078, -0.16203], [-3.96202, 0.53249, -2.27396], [-3.18386, -0.78826, -1.38791], [-4.41058, -1.15108, -2.61427], [-3.46418, 0.83572, -4.75732], [-3.88442, -0.85938, -5.06824], [-2.29769, -0.23342, -5.55154], [-1.47215, -2.22298, -2.50563], [-1.08270, -1.98463, -4.21745], [-2.63862, -2.70039, -3.75686]],
  "forces_ev_per_a": [[0.53, -0.42, -0.04], [-0.08, -0.05, 0.00], [0.07, -0.10, -0.14], [0.02, 0.07, 0.06], [0.08, 0.05, 0.00], [-0.16, -0.12, 0.04], [-0.07, 0.00, 0.04], [-0.04, -0.03, 0.02], [-0.01, -0.03, -0.02], [-0.05, -0.13, 0.13], [-0.10, 0.24, -0.13], [-0.09, -0.04, -0.04], [-0.01, -0.06, -0.06], [0.06, 0.14, 0.11], [0.06, 0.06, -0.01], [-0.03, 0.03, 0.02], [0.07, 0.02, -0.02], [0.10, 0.03, -0.07], [-0.02, 0.00, -0.01], [-0.01, 0.01, 0.00], [0.01, -0.02, -0.01], [-0.01, -0.01, -0.04], [0.01, -0.01, 0.00], [0.00, 0.00, 0.00], [-0.03, 0.04, 0.06], [0.00, 0.00, 0.00], [0.04, 0.07, 0.02], [0.00, -0.05, 0.01], [-0.01, 0.01, -0.01], [-0.01, -0.15, 0.06], [-0.29, 0.18, -0.18], [0.18, -0.09, 0.11], [0.04, 0.08, 0.06], [0.01, -0.02, -0.01], [-0.01, 0.01, -0.01], [-0.02, 0.04, -0.02], [-0.01, 0.02, -0.02], [0.09, 0.08, 0.14], [0.00, 0.01, 0.00], [-0.03, -0.02, 0.00], [0.03, -0.04, -0.06], [-0.02, 0.03, 0.04], [-0.04, 0.02, 0.06], [-0.02, 0.00, -0.04], [-0.02, 0.00, 0.02], [0.07, -0.02, -0.11], [0.32, -0.15, 0.18], [-0.52, 0.17, -0.04], [-0.09, 0.21, 0.01], [0.02, -0.13, -0.03], [0.00, 0.01, 0.04], [-0.02, 0.04, 0.01], [-0.01, 0.02, 0.02], [-0.08, 0.01, -0.13], [0.08, 0.00, 0.05], [0.01, -0.01, -0.02], [0.00, 0.00, 0.00], [-0.04, 0.01, 0.00], [0.01, -0.01, 0.02], [-0.01, 0.01, -0.01], [-0.02, 0.00, -0.02], [0.01, -0.03, 0.00], [0.01, -0.01, 0.01], [-0.01, 0.02, -0.01], [0.01, 0.00, 0.00], [-0.01, 0.00, 0.00], [0.00, -0.01, 0.00], [0.00, -0.01, -0.01], [0.01, 0.01, -0.01], [-0.01, 0.00, 0.01], [0.00, 0.00, -0.01], [0.00, 0.00, 0.01], [0.02, 0.00, 0.00], [-0.01, 0.01, 0.00], [0.00, -0.01, -0.01], [0.00, 0.00, 0.01], [-0.01, 0.01, -0.01], [0.00, 0.01, 0.01], [0.00, -0.01, 0.00], [0.00, 0.00, 0.01], [0.00, -0.01, -0.01], [0.00, 0.01, 0.00], [0.01, 0.01, 0.01], [0.00, 0.00, -0.01], [0.00, -0.01, 0.00]],
  "lowdin_charge": [0.848, 0.088, -0.333, 0.087, -0.044, 0.081, -0.117, 0.023, -0.012, -0.082, -0.077, -0.121, -0.146, -0.068, -0.088, -0.007, 0.028, -0.044, 0.134, 0.129, 0.122, 0.106, 0.125, 0.118, 0.105, 0.128, -0.141, -0.144, 0.132, -0.213, -0.080, -0.516, 0.651, -0.240, 0.089, -0.140, 0.129, -0.326, -0.036, 0.005, -0.014, -0.028, -0.635, -0.031, -0.025, -0.136, -0.097, 0.410, -0.146, -0.640, -0.031, -0.055, -0.030, -0.144, -0.643, -0.042, -0.030, -0.030, 0.094, 0.088, 0.068, 0.098, 0.037, 0.090, 0.087, 0.085, 0.091, 0.087, 0.089, 0.085, 0.080, 0.088, 0.060, 0.095, 0.073, 0.087, 0.085, 0.055, 0.090, 0.088, 0.086, 0.085, 0.054, 0.087, 0.088],
  "e_homo_ha": -0.2754,
  "de_lowest_ev": 0.000,
  "gap_ev": 5.69
}